{"formula": "C41H65CrN19O2", "method": "the ωB97M-V functional and the def2-TZVPD basis", "elements": ["Cr", "C", "C", "C", "O", "H", "H", "H", "H", "H", "H", "H", "O", "H", "C", "C", "N", "H", "H", "H", "C", "C", "N", "H", "H", "H", "C", "C", "N", "H", "H", "H", "C", "C", "N", "H", "H", "H", "C", "C", "N", "H", "H", "H", "C", "C", "N", "H", "H", "H", "C", "C", "N", "H", "H", "H", "C", "C", "N", "H", "H", "H", "C", "C", "N", "H", "H", "H", "C", "C", "N", "H", "H", "H", "C", "C", "N", "H", "H", "H", "C", "C", "N", "H", "H", "H", "C", "C", "N", "H", "H", "H", "C", "C", "N", "H", "H", "H", "C", "C", "N", "H", "H", "H", "C", "C", "N", "H", "H", "H", "C", "C", "N", "H", "H", "H", "C", "C", "N", "H", "H", "H", "C", "C", "N", "H", "H", "H"], "xyz": [[0.67628, 3.18255, -2.96311], [1.17991, 0.65807, 0.09226], [-0.00368, 0.45777, -0.84818], [-1.34285, 0.39305, -0.07786], [0.13479, 1.49494, -1.86903], [1.10681, 1.47069, 0.81504], [2.14575, 0.62352, -0.41178], [1.22578, -0.22125, 0.73475], [0.10090, -0.50380, -1.35071], [-1.42801, -0.42829, 0.63366], [-2.23134, 0.27603, -0.69834], [-1.57282, 1.27045, 0.52661], [0.92279, 4.91530, -3.70425], [1.19246, 5.82353, -3.94282], [5.95847, 3.05690, 1.46520], [5.09096, 3.31962, 0.28500], [4.39472, 3.47511, -0.65416], [6.90607, 3.58759, 1.55751], [6.27310, 2.01889, 1.35728], [5.41087, 3.29007, 2.37836], [-0.95096, -5.35064, 3.67999], [-1.79606, -4.24099, 3.32629], [-2.47093, -3.34297, 3.06842], [0.06264, -5.28115, 3.28517], [-1.34568, -6.20469, 3.12963], [-0.78886, -5.51279, 4.74560], [-0.57825, -4.18559, -5.95010], [-0.26820, -3.91244, -4.57587], [-0.03464, -3.63086, -3.47859], [-1.33067, -4.97327, -5.91101], [0.28285, -4.61969, -6.45821], [-0.92441, -3.22676, -6.33600], [-3.79530, 2.80693, -1.62158], [-2.54598, 3.23547, -2.26718], [-1.60106, 3.68934, -2.75678], [-4.33946, 2.23702, -2.37470], [-4.49059, 3.57098, -1.27387], [-3.70714, 2.11344, -0.78528], [-4.24427, -0.74382, 4.47538], [-4.80082, -0.69044, 5.78627], [-5.30570, -0.62009, 6.85036], [-4.88032, -1.05984, 3.64854], [-3.36266, -1.38231, 4.53185], [-3.79351, 0.21410, 4.21596], [1.73791, 5.82858, 0.83680], [1.24392, 4.93341, -0.15945], [0.86319, 4.22457, -0.98674], [2.36329, 5.35403, 1.59298], [0.99205, 6.44563, 1.33784], [2.30198, 6.61563, 0.33632], [-2.71342, -1.47755, -3.85695], [-2.95975, -0.37747, -4.82148], [-3.07770, 0.51433, -5.56667], [-1.66012, -1.50095, -3.57747], [-3.00366, -2.46640, -4.21195], [-3.27572, -1.27781, -2.94480], [0.09194, 0.72378, 3.56156], [-0.30954, 1.04340, 4.90987], [-0.62317, 1.30269, 5.94547], [1.05442, 0.21227, 3.57106], [0.14708, 1.65672, 3.00059], [-0.74086, 0.08459, 3.26831], [-2.74377, 3.72905, 1.78016], [-1.48744, 3.78565, 2.56074], [-0.48062, 3.78892, 3.14311], [-3.23294, 2.76052, 1.88388], [-2.59840, 3.94474, 0.72165], [-3.46218, 4.45749, 2.15616], [2.43425, 2.36630, 6.27389], [2.91163, 2.00367, 4.97803], [3.20644, 1.74293, 3.87149], [3.27177, 2.89004, 6.73472], [2.07543, 1.48044, 6.79791], [1.56192, 2.99036, 6.07975], [-6.54128, 0.44250, 0.48136], [-6.09330, 1.78941, 0.84050], [-5.79631, 2.86854, 1.06781], [-5.80784, 0.03414, -0.21391], [-7.55368, 0.47000, 0.07839], [-6.52552, -0.15845, 1.39060], [4.19393, -0.94979, 1.72695], [5.00005, -0.28774, 0.67604], [5.62734, 0.16614, -0.16750], [3.15128, -1.12948, 1.46487], [4.22465, -0.46993, 2.70516], [4.45973, -1.98068, 1.96085], [-6.32015, -2.40376, -4.59361], [-6.30732, -1.39176, -3.50108], [-6.28374, -0.59271, -2.61873], [-5.88757, -3.37489, -4.35305], [-5.73768, -2.15380, -5.48038], [-7.38364, -2.44351, -4.82921], [2.71034, -4.75808, 1.37469], [1.90893, -3.64388, 1.84530], [1.24016, -2.79007, 2.21688], [2.52095, -5.02638, 0.33535], [2.62367, -5.64121, 2.00768], [3.74720, -4.42450, 1.41637], [-1.02327, -3.60627, -0.13280], [-2.29778, -3.37882, -0.70344], [-3.32774, -3.20585, -1.22435], [-0.72015, -2.71241, 0.41239], [-0.41860, -3.89030, -0.99408], [-1.14415, -4.44119, 0.55742], [2.63031, -1.74680, -2.29246], [2.13540, -1.03316, -3.46517], [1.76756, -0.47720, -4.38386], [3.31960, -2.55218, -2.54610], [1.79645, -2.09235, -1.68143], [3.26454, -1.08275, -1.70519], [-0.14881, 0.77673, -7.06705], [-0.00687, 1.66944, -5.87790], [0.09706, 2.32057, -4.95421], [0.72173, 0.13393, -7.19769], [-0.18543, 1.27682, -8.03486], [-0.98204, 0.09698, -6.88881], [5.13381, 1.59089, -3.23462], [3.81269, 2.25386, -3.27157], [2.76945, 2.71531, -3.27920], [5.48251, 1.48790, -4.26219], [5.06730, 0.63817, -2.70925], [5.83520, 2.20527, -2.67010], [4.62771, -2.63369, 4.96835], [4.80858, -1.77272, 6.13538], [5.00893, -1.12114, 7.05012], [5.61670, -2.97350, 4.66090], [4.19851, -1.96370, 4.22336], [3.97189, -3.46077, 5.24029]], "mulliken_spin": [2.82, 0.00, -0.05, 0.00, 0.09, 0.00, -0.01, 0.00, 0.01, 0.00, 0.00, 0.00, 0.16, -0.01, 0.00, 0.00, 0.00, 0.00, 0.00, 0.00, 0.00, 0.00, 0.00, 0.00, 0.00, 0.00, 0.00, 0.00, 0.00, 0.00, 0.00, 0.00, 0.00, -0.01, 0.00, 0.00, 0.00, 0.00, 0.00, 0.00, 0.00, 0.00, 0.00, 0.00, 0.00, 0.01, -0.01, 0.00, 0.00, 0.00, 0.00, 0.00, 0.00, 0.00, 0.00, 0.00, 0.00, 0.00, 0.00, 0.00, 0.00, 0.00, 0.00, 0.00, 0.00, 0.00, 0.00, 0.00, 0.00, 0.00, 0.00, 0.00, 0.00, 0.00, 0.00, 0.00, 0.00, 0.00, 0.00, 0.00, 0.00, 0.00, 0.00, 0.00, 0.00, 0.00, 0.00, 0.00, 0.00, 0.00, 0.00, 0.00, 0.00, 0.00, 0.00, 0.00, 0.00, 0.00, 0.00, 0.00, 0.00, 0.00, 0.00, 0.00, 0.00, 0.00, 0.00, 0.00, 0.00, 0.00, 0.00, 0.02, -0.02, 0.00, 0.00, 0.00, 0.00, 0.03, -0.03, 0.00, 0.00, 0.00, 0.00, 0.00, 0.00, 0.00, 0.00, 0.00], "lumo_ev": [-2.775, -2.026], "homo_energy_ha": [-0.3844, -0.3823], "s_squared": 3.76, "total_energy_ha": -3836.19995, "mol_weight_g_mol": 908.1, "spin_multiplicity": 4, "total_charge": 1}